[1]
Below is a molecular structure, C11H24F8N5O16S8Sr, with properties calculated with wB97M-V/def2-TZVPD.

Energy relative to the best compared isomer or geometry (same formula, charge and spin), kcal per mole: 47.9
Max |F|, Eh/bohr: 0.177
Total charge: -1
Total energy, a.u.: -5926.31164

Element x y z (Å)
F -1.93 1.14 -1.15
O -2.51 2.89 -4.46
H 0.77 -1.09 2.02
O -0.83 -1.59 -7.09
O -2.42 -3.03 -0.42
O -2.60 -2.86 -5.40
H 1.11 1.41 -0.62
S 0.10 -2.17 -6.18
F 1.38 2.96 -2.64
H 0.11 2.35 2.39
O -2.88 0.02 0.64
H 1.34 -1.82 4.74
C 0.56 -0.87 3.07
N 0.42 0.61 3.36
C -3.32 0.80 4.24
H -2.10 -0.17 2.62
C 1.81 1.39 1.34
O 0.56 3.86 -4.65
O -1.04 1.87 -6.11
H -3.34 1.67 4.89
O -3.29 -0.65 -1.79
O 4.15 -3.02 -1.82
S -1.20 -2.37 -0.05
H -0.95 0.32 4.97
C 1.66 2.11 -0.01
S 0.03 3.17 -3.52
H 2.18 0.37 1.24
H -0.44 -1.25 3.27
N -0.15 -2.05 -4.66
F 2.47 -2.76 -0.16
F 1.32 -1.07 -6.17
N -0.92 -0.91 -0.76
S -1.55 1.87 -4.76
C -4.64 0.72 3.51
O 4.26 -1.29 -0.03
O -1.02 -4.67 -4.81
S -2.41 -0.32 -0.70
S 3.92 -0.18 -2.59
N 2.58 -1.14 -1.98
O 4.35 0.95 -1.84
C 1.81 -1.37 3.86
O -0.76 3.87 -2.54
O -0.86 -2.54 1.33
F 2.95 0.53 -3.64
O 0.88 -3.30 -6.63
H 2.65 2.33 -0.40
S 3.54 -1.96 -1.05
H 3.21 0.08 3.34
C -2.17 0.75 3.20
H -4.75 1.38 2.65
H 2.50 1.97 1.95
H -0.39 1.02 1.41
H 1.07 3.02 0.13
H -3.25 -0.04 4.93
Sr 0.38 -0.54 -2.72
C 1.51 0.98 4.37
F -0.07 -3.21 -0.83
H 1.01 0.84 5.33
H 3.10 -0.14 5.17
H -2.15 1.53 2.45
H -4.90 -0.22 3.03
S -1.37 -3.28 -4.78
H -0.72 1.97 4.39
O 4.80 -0.91 -3.47
C 2.58 -0.09 4.21
F -2.29 0.47 -4.62
H -5.48 1.04 4.13
C 0.44 1.38 2.01
C -0.88 0.94 4.07
H 2.28 -2.21 3.37
H 1.92 1.98 4.28
F -1.85 -3.09 -3.25
N -0.27 1.62 -3.64

List of Löwdin charges in e, atom by atom: F -0.197; O -0.246; H 0.101; O -0.243; O -0.240; O -0.243; H 0.041; S 0.413; F -0.230; H 0.138; O -0.280; H 0.112; C -0.094; N -0.202; C -0.239; H 0.089; C -0.197; O -0.238; O -0.249; H 0.111; O -0.221; O -0.258; S 0.533; H 0.128; C -0.069; S 0.456; H 0.103; H 0.112; N -0.402; F -0.198; F -0.224; N -0.463; S 0.545; C -0.120; O -0.268; O -0.235; S 0.513; S 0.572; N -0.436; O -0.241; C -0.113; O -0.277; O -0.262; F -0.217; O -0.263; H 0.078; S 0.412; H 0.111; C -0.173; H 0.077; H 0.114; H 0.112; H 0.095; H 0.110; Sr 1.482; C -0.089; F -0.177; H 0.121; H 0.119; H 0.108; H 0.080; S 0.567; H 0.134; O -0.218; C -0.141; F -0.170; H 0.068; C -0.090; C -0.129; H 0.122; H 0.136; F -0.223; N -0.439

[2]
Below is a molecular structure, C11H24GaI2O16S4, with properties calculated with wB97M-V/def2-TZVPD.

Max |F|, Eh/bohr: 0.027
Total charge: -1
Total energy, a.u.: -5750.15707

Element x y z (Å)
I 0.71 0.15 -2.36
Ga -1.65 0.57 0.16
O 1.75 -0.57 -5.98
H 2.61 -0.51 -0.16
C -3.55 0.75 -4.53
O -1.30 -3.04 4.66
H 3.14 1.16 -0.58
O 3.11 -2.25 -4.75
H -3.06 -0.23 -4.56
S 0.43 0.98 5.15
C -2.62 -3.80 2.89
O 0.90 -0.32 4.85
C 1.29 1.02 0.59
C -2.67 -3.11 4.24
S -4.77 0.75 -2.36
H -1.95 -0.83 -0.57
C 1.83 2.83 6.04
S 3.00 -1.07 -5.52
H -2.50 -4.88 3.00
H 5.45 1.27 -5.20
O -0.75 1.51 4.59
H 4.50 0.70 -7.37
H 5.87 -0.44 -7.25
C 2.67 0.53 0.17
C 4.93 -0.12 -6.79
H -5.47 1.61 -5.06
O -4.41 -0.34 -1.54
C 0.22 1.22 -0.52
O -1.46 -3.27 2.27
O -5.61 0.16 -3.61
H 1.15 3.68 5.97
H 3.31 0.51 1.07
O 0.35 1.17 6.76
O 4.00 -1.20 -6.78
H -3.50 -3.59 2.28
H 0.89 0.31 1.32
C 5.09 0.25 -5.34
H 1.20 2.50 8.10
H 0.15 2.26 -0.83
H -3.04 1.44 -5.20
H -5.24 -0.06 -5.64
C -5.03 0.63 -4.83
H 2.28 1.24 7.45
H 2.86 3.18 6.08
H -2.76 1.66 -0.24
O 0.57 -4.05 3.43
H -3.26 -3.66 4.97
O -3.49 1.23 -3.19
C 1.47 1.93 7.21
O -5.44 1.90 -1.87
S -0.34 -2.96 3.37
O 1.63 2.01 4.89
O 3.78 0.12 -4.79
H -1.53 0.34 1.75
I 1.49 2.91 1.62
O 0.09 -1.62 3.21
H 5.76 -0.44 -4.82
H -3.06 -2.09 4.15

List of Löwdin charges in e, atom by atom: I 0.729; Ga 0.214; O -0.236; H 0.043; C -0.170; O -0.191; H 0.053; O -0.219; H 0.136; S 0.581; C -0.174; O -0.227; C -0.897; C -0.169; S 0.549; H -0.103; C -0.178; S 0.560; H 0.128; H 0.134; O -0.220; H 0.131; H 0.130; C -0.274; C -0.177; H 0.127; O -0.268; C -0.904; O -0.182; O -0.202; H 0.133; H 0.052; O -0.194; O -0.196; H 0.137; H 0.026; C -0.170; H 0.128; H -0.042; H 0.133; H 0.127; C -0.186; H 0.129; H 0.132; H -0.102; O -0.232; H 0.127; O -0.206; C -0.181; O -0.237; S 0.604; O -0.267; O -0.205; H -0.095; I 0.835; O -0.243; H 0.133; H 0.137

[3]
Below is C11H24N2O in the gas phase, with properties calculated with wB97M-V/def2-TZVPD.

Energy relative to the best compared isomer or geometry (same formula, charge and spin), kcal per mole: 0.0
Max |F|, Eh/bohr: 0.035
Total energy, a.u.: -618.22782

Element x y z (Å)
H -3.54 2.04 0.05
H -3.66 3.22 -1.32
H -2.72 3.63 0.19
H 1.34 1.66 -1.15
H 0.96 3.89 -0.24
H 0.16 1.79 -2.48
N 0.57 -1.98 -0.26
C -0.10 3.87 -0.57
C 0.30 1.52 -1.43
H -0.92 0.95 1.13
C 0.00 0.03 -1.29
H 3.17 -2.76 1.85
H 1.53 -4.53 -0.05
H 1.09 -2.51 3.16
H 3.25 -2.84 0.05
H 0.53 2.03 1.26
C 0.68 -2.04 2.25
C 1.22 -2.61 0.92
C -0.58 2.41 -0.52
H 0.88 -0.98 2.34
H 1.30 -4.58 1.72
H -0.28 -2.47 -0.60
C -0.51 1.99 0.94
H -0.09 -4.40 0.67
O -1.86 2.25 -1.13
H -1.36 -0.04 -3.02
C -2.99 2.83 -0.51
H -0.69 4.54 0.07
C 0.96 -4.11 0.79
N 0.72 -0.63 -0.47
H -1.13 2.63 1.56
H -0.41 -2.21 2.30
H -0.10 4.23 -1.61
H -0.61 -1.60 -2.64
H 2.96 -1.24 0.93
H -1.83 -0.97 -1.61
C -1.00 -0.67 -2.21
C 2.75 -2.34 0.93

List of Löwdin charges in e, atom by atom: H 0.090; H 0.100; H 0.080; H 0.114; H 0.096; H 0.126; N -0.019; C -0.032; C -0.077; H 0.100; C -0.326; H 0.076; H 0.084; H 0.079; H 0.094; H 0.093; C -0.060; C -0.609; C -0.587; H 0.060; H 0.085; H 0.122; C -0.039; H 0.076; O -0.166; H 0.075; C -0.098; H 0.076; C -0.059; N 0.076; H 0.074; H 0.083; H 0.090; H 0.080; H 0.080; H 0.066; C -0.036; C -0.065